[1]
{
  "formula": "C24H70O27S8",
  "method": "wB97M-V/def2-TZVPD",
  "orbital_gap_ha": 0.4078,
  "smiles": "CCOS(C)(=O)=O.CCOS(C)(=O)=O.CCOS(C)(=O)=O.CCOS(C)(=O)=O.CCOS(C)(=O)=O.CCOS(C)(=O)=O.CCOS(C)(=O)=O.CCOS(C)(=O)=O.O.O.O",
  "total_energy_ev": -167982.1750,
  "fmax_ev_per_a": 3.62,
  "lumo_ev": 0.30,
  "symbols": ["O", "H", "H", "O", "H", "H", "O", "H", "H", "O", "S", "O", "O", "C", "C", "C", "H", "H", "H", "H", "H", "H", "H", "H", "O", "S", "O", "O", "C", "C", "C", "H", "H", "H", "H", "H", "H", "H", "H", "O", "S", "O", "O", "C", "C", "C", "H", "H", "H", "H", "H", "H", "H", "H", "O", "S", "O", "O", "C", "C", "C", "H", "H", "H", "H", "H", "H", "H", "H", "O", "S", "O", "O", "C", "C", "C", "H", "H", "H", "H", "H", "H", "H", "H", "O", "S", "O", "O", "C", "C", "C", "H", "H", "H", "H", "H", "H", "H", "H", "O", "S", "O", "O", "C", "C", "C", "H", "H", "H", "H", "H", "H", "H", "H", "O", "S", "O", "O", "C", "C", "C", "H", "H", "H", "H", "H", "H", "H", "H"],
  "coordinates": [[3.78, -2.51, -0.04], [3.77, -1.73, -0.58], [2.89, -2.86, -0.16], [2.27, 3.35, 2.76], [2.68, 4.05, 2.22], [3.05, 2.76, 2.91], [3.49, -3.57, -3.29], [4.07, -3.68, -2.49], [2.62, -3.47, -2.91], [0.27, 8.06, -3.63], [-0.36, 7.22, -2.62], [-0.64, 7.60, -1.31], [-1.70, 6.80, -3.37], [-2.18, 7.59, -4.54], [-3.03, 8.88, -4.17], [0.32, 5.64, -2.28], [-2.82, 6.92, -5.08], [-1.28, 7.96, -4.93], [-3.50, 9.33, -5.07], [-2.45, 9.70, -3.78], [-3.76, 8.59, -3.40], [1.17, 5.82, -1.66], [0.51, 5.23, -3.29], [-0.48, 5.03, -1.84], [1.07, 0.87, -4.25], [1.88, 1.50, -5.24], [1.73, 2.89, -5.50], [3.39, 1.18, -5.01], [3.83, 1.39, -3.57], [4.38, 0.00, -3.20], [1.66, 0.61, -6.76], [3.06, 1.87, -2.94], [4.62, 2.10, -3.71], [5.13, -0.50, -3.85], [3.56, -0.74, -2.97], [4.86, 0.10, -2.22], [0.68, 0.83, -7.19], [1.61, -0.45, -6.38], [2.53, 0.75, -7.35], [-3.55, -3.48, -1.64], [-4.60, -2.93, -2.47], [-5.79, -2.37, -1.91], [-4.01, -1.91, -3.55], [-2.55, -1.77, -3.68], [-2.13, -1.63, -5.14], [-5.13, -4.18, -3.60], [-2.18, -2.73, -3.38], [-2.21, -0.98, -2.95], [-1.06, -1.47, -5.01], [-2.66, -0.83, -5.61], [-2.28, -2.56, -5.70], [-5.69, -5.09, -3.24], [-4.18, -4.58, -3.99], [-5.72, -3.75, -4.38], [-2.42, 2.83, -0.28], [-2.92, 1.67, -0.95], [-2.17, 1.10, -2.04], [-3.11, 0.51, 0.08], [-3.13, 0.92, 1.52], [-4.53, 1.34, 1.90], [-4.63, 1.89, -1.46], [-2.38, 1.66, 1.58], [-2.86, 0.05, 2.09], [-4.42, 1.52, 3.01], [-5.21, 0.48, 1.68], [-4.79, 2.24, 1.32], [-4.61, 2.15, -2.53], [-5.14, 2.57, -0.85], [-5.07, 0.91, -1.33], [0.03, -0.41, 4.15], [-0.67, 0.54, 4.93], [-1.81, 1.31, 4.48], [-0.89, -0.33, 6.28], [-2.24, -0.12, 6.94], [-2.04, -0.45, 8.47], [0.54, 1.71, 5.45], [-2.84, -0.81, 6.42], [-2.65, 0.90, 6.77], [-1.64, -1.43, 8.63], [-2.95, -0.29, 9.00], [-1.28, 0.29, 8.85], [0.13, 2.48, 6.14], [0.83, 2.20, 4.50], [1.38, 1.21, 5.89], [4.01, 1.14, 3.88], [4.34, 0.21, 2.83], [4.60, 0.69, 1.52], [5.67, -0.55, 3.43], [6.58, -1.33, 2.65], [6.34, -2.86, 2.87], [3.17, -1.13, 2.79], [7.51, -1.05, 3.12], [6.59, -0.90, 1.57], [5.29, -3.13, 2.70], [6.67, -3.09, 3.89], [6.93, -3.56, 2.23], [3.12, -1.51, 3.84], [3.65, -1.92, 2.19], [2.20, -0.89, 2.37], [0.19, -2.17, -2.03], [0.25, -2.25, -0.61], [1.01, -3.30, 0.01], [0.99, -1.00, -0.11], [0.66, 0.34, -0.60], [1.80, 1.35, -0.31], [-1.37, -2.39, 0.17], [-0.15, 0.73, 0.00], [0.42, 0.35, -1.64], [2.81, 0.97, -0.54], [1.78, 1.57, 0.75], [1.62, 2.25, -0.90], [-2.03, -1.49, 0.17], [-1.08, -2.67, 1.17], [-1.78, -3.21, -0.32], [-1.86, -3.05, 3.61], [-0.88, -3.95, 4.18], [-0.89, -4.21, 5.60], [-1.12, -5.36, 3.48], [-0.97, -5.37, 1.99], [-0.69, -6.70, 1.37], [0.63, -3.35, 3.65], [-0.20, -4.73, 1.70], [-1.94, -4.97, 1.65], [-0.68, -6.52, 0.30], [-1.54, -7.40, 1.57], [0.19, -7.20, 1.66], [0.43, -2.89, 2.69], [1.16, -4.29, 3.46], [1.15, -2.70, 4.39]],
  "mulliken_charge": [-0.55, 0.22, 0.29, -0.61, 0.30, 0.32, -0.65, 0.34, 0.31, -0.68, 1.19, -0.56, -0.30, -0.32, -1.00, -0.82, 0.32, 0.33, 0.36, 0.29, 0.27, 0.44, 0.30, 0.18, -0.35, 1.05, -0.66, -0.35, -0.21, -0.70, -1.02, 0.13, 0.37, 0.37, 0.11, 0.28, 0.33, 0.27, 0.41, -0.50, 1.07, -0.63, -0.40, 0.39, -1.26, -0.99, 0.45, -0.03, 0.24, 0.38, 0.33, 0.33, 0.28, 0.38, -0.69, 0.97, -0.41, -0.04, -0.54, -1.11, -1.19, 0.68, 0.19, 0.35, 0.26, 0.18, 0.41, 0.42, 0.36, -0.49, 1.29, -0.68, -0.26, -0.27, -1.16, -0.94, 0.32, 0.36, 0.31, 0.39, 0.27, 0.33, 0.20, 0.37, -0.78, 1.36, -0.60, -0.39, -0.26, -0.82, -0.23, 0.32, 0.24, 0.21, 0.30, 0.33, 0.41, -0.14, 0.05, -0.58, 1.13, -1.10, 0.49, 0.47, -1.22, 0.74, -0.13, 0.23, 0.07, 0.41, 0.28, -0.35, -0.76, 0.42, -0.62, 1.24, -0.70, -0.44, 0.87, -1.52, -0.75, -0.29, 0.25, 0.35, 0.36, 0.38, -0.16, 0.66, 0.37]
}

---

[2]
{
  "formula": "C24H71BFNO17Si2",
  "method": "wB97M-V/def2-TZVPD",
  "orbital_gap_ha": 0.3396,
  "total_energy_ev": -81489.7498,
  "fmax_ev_per_a": 1.80,
  "lumo_ev": -0.11,
  "symbols": ["C", "C", "O", "O", "C", "C", "Si", "C", "C", "C", "F", "O", "Si", "C", "C", "C", "C", "N", "C", "C", "C", "O", "O", "B", "O", "O", "H", "H", "H", "H", "H", "H", "H", "H", "H", "H", "H", "H", "H", "H", "H", "H", "H", "H", "H", "H", "H", "H", "H", "H", "H", "H", "H", "H", "H", "H", "H", "C", "O", "H", "H", "H", "H", "C", "O", "H", "H", "H", "H", "C", "O", "H", "H", "H", "H", "C", "O", "H", "H", "H", "H", "C", "O", "H", "H", "H", "H", "C", "O", "H", "H", "H", "H", "C", "O", "H", "H", "H", "H", "C", "O", "H", "H", "H", "H", "C", "O", "H", "H", "H", "H", "C", "O", "H", "H", "H", "H"],
  "coordinates": [[-2.48, 2.06, 3.51], [-3.30, 0.82, 3.29], [-4.51, 0.83, 3.13], [-2.64, -0.37, 3.31], [-1.24, -0.39, 3.02], [-0.77, -1.84, 2.88], [-1.84, -3.01, 1.87], [-1.17, -4.76, 2.03], [-0.36, -5.25, 0.81], [1.11, -4.90, 0.90], [1.79, -5.80, 1.74], [-1.98, -2.57, 0.27], [-0.91, -1.73, -0.64], [-1.86, -0.86, -1.95], [-2.84, 0.13, -1.27], [-2.18, 1.44, -0.83], [-2.52, 2.62, -1.74], [-2.03, 3.88, -1.15], [-3.01, 4.49, -0.24], [-1.60, 4.80, -2.13], [-0.56, 5.78, -1.67], [-2.03, 4.78, -3.30], [0.17, -2.85, -1.26], [1.49, -2.62, -1.50], [2.06, -1.34, -1.37], [2.26, -3.67, -1.98], [-3.17, 2.89, 3.65], [-1.84, 1.95, 4.39], [-1.83, 2.27, 2.65], [-0.66, 0.10, 3.81], [-1.06, 0.15, 2.09], [0.27, -1.79, 2.55], [-0.74, -2.29, 3.88], [-3.20, -2.99, 2.43], [-2.03, -5.41, 2.19], [-0.55, -4.82, 2.93], [-0.41, -6.35, 0.79], [-0.76, -4.90, -0.13], [1.56, -4.93, -0.10], [1.24, -3.89, 1.31], [-0.20, -0.74, 0.18], [-1.18, -0.31, -2.61], [-2.43, -1.58, -2.55], [-3.24, -0.36, -0.37], [-3.70, 0.32, -1.92], [-1.10, 1.34, -0.78], [-2.51, 1.71, 0.18], [-2.05, 2.47, -2.71], [-3.60, 2.65, -1.92], [-2.52, 4.91, 0.64], [-3.59, 5.28, -0.73], [-3.70, 3.73, 0.10], [0.35, 5.62, -2.27], [-0.91, 6.80, -1.85], [-0.30, 5.63, -0.63], [2.39, -1.16, -0.49], [3.04, -3.84, -1.46], [2.81, -6.92, -2.09], [2.69, -5.88, -3.05], [3.25, -7.77, -2.61], [3.48, -6.64, -1.27], [1.85, -7.23, -1.68], [2.32, -5.09, -2.63], [-2.28, 2.79, -6.36], [-3.53, 3.05, -5.74], [-2.42, 1.97, -7.06], [-1.92, 3.67, -6.91], [-1.53, 2.50, -5.62], [-3.39, 3.76, -5.10], [0.98, -0.72, 6.36], [1.52, -0.54, 5.05], [0.14, -1.41, 6.27], [1.73, -1.14, 7.03], [0.62, 0.22, 6.77], [2.26, 0.06, 5.13], [-0.32, 6.23, -8.55], [-0.17, 6.22, -7.14], [0.60, 6.63, -8.97], [-0.48, 5.22, -8.95], [-1.15, 6.87, -8.87], [-0.99, 5.86, -6.76], [2.26, -10.43, -0.47], [2.41, -9.09, -0.04], [1.36, -10.48, -1.08], [3.11, -10.77, -1.08], [2.14, -11.12, 0.37], [3.20, -9.05, 0.51], [0.90, 4.23, -4.89], [0.60, 2.98, -4.25], [1.33, 4.00, -5.86], [-0.01, 4.82, -5.02], [1.62, 4.80, -4.30], [0.20, 3.19, -3.39], [1.23, -9.43, 3.15], [2.61, -9.08, 3.07], [1.17, -10.51, 3.29], [0.76, -8.93, 4.00], [0.71, -9.16, 2.23], [2.65, -8.13, 2.94], [5.20, -0.52, 7.18], [3.94, -0.20, 7.76], [5.00, -1.16, 6.32], [5.73, 0.37, 6.84], [5.83, -1.08, 7.87], [4.10, 0.36, 8.52], [2.49, 5.82, 1.04], [1.17, 6.05, 1.53], [2.42, 5.02, 0.31], [2.90, 6.71, 0.56], [3.17, 5.50, 1.84], [1.21, 6.75, 2.18], [-1.56, 8.99, 0.71], [-0.99, 9.05, -0.59], [-2.26, 8.16, 0.71], [-0.80, 8.80, 1.47], [-2.10, 9.91, 0.96], [-0.37, 9.78, -0.62]],
  "mulliken_charge": [-0.99, 0.74, -0.62, -0.24, -0.25, -0.44, 0.23, -0.80, -0.67, 0.83, -0.34, -0.32, 0.47, -0.86, -1.20, 0.81, -1.02, 0.49, -1.16, 0.20, -0.55, -0.53, -0.07, 0.43, -0.44, -0.68, 0.32, 0.35, 0.27, 0.34, -0.05, 0.39, 0.28, -0.27, 0.45, 0.37, 0.50, 0.28, -0.52, 0.01, -0.14, 0.35, 0.48, 0.43, 0.55, 0.25, -0.44, 0.25, 0.20, 0.23, 0.37, 0.46, 0.13, 0.21, 0.17, 0.30, 0.30, -0.54, -0.68, 0.30, 0.20, 0.25, 0.57, -0.18, -0.55, 0.33, -0.04, 0.15, 0.33, -0.63, -0.46, 0.26, 0.29, 0.27, 0.25, -0.61, -0.45, 0.23, 0.27, 0.27, 0.24, -0.69, -0.37, 0.27, 0.29, 0.27, 0.25, -0.39, -0.55, 0.27, 0.06, 0.30, 0.33, -0.55, -0.53, 0.27, 0.30, 0.20, 0.31, -0.55, -0.46, 0.21, 0.27, 0.28, 0.27, -0.59, -0.47, 0.21, 0.28, 0.31, 0.26, -0.45, -0.46, 0.16, 0.20, 0.31, 0.27]
}